Record 1
Entry from the Open Molecules 2025 dataset: 8 unconnected molecules or ions with the total composition C33H83N5O8 at a distorted geometry (the ωB97M-V functional and the def2-TZVPD basis).

Output
SMILES string   CC1(C)CCCC(C)(C)N1O.CC1(C)CCCC(C)(C)N1O.COC[C@H](C)N.COC[C@H](C)N.COC[C@H](C)N.CO.CO.CO
Energy relative to the best compared isomer or geometry (same formula, charge and spin)   131.34 kcal/mol

Last column: Löwdin charge in e.
Positions of all 129 atoms, in Å:
C 0.8789 -8.6525 3.5250  -0.04
C 2.2064 -8.9097 4.3100  -0.49
C 3.1001 -7.7170 3.9717  -0.04
C 1.7677 -8.8162 5.8104  -0.12
C 2.8814 -9.3505 6.7246  -0.17
C 3.4371 -10.7729 6.2802  -0.12
C 3.8005 -10.8094 4.7399  -0.43
C 5.2107 -10.0222 4.6689  -0.03
C 3.9305 -12.3307 4.3159  -0.03
N 2.7608 -10.1941 3.8754  -0.12
O 3.0100 -10.3227 2.5007  -0.01
H 1.0829 -8.7931 2.4635  0.08
H 0.0942 -9.3405 3.8394  0.08
H 0.4290 -7.6654 3.6316  0.08
H 3.4591 -7.7573 2.9433  0.07
H 2.4185 -6.8695 3.8996  0.08
H 4.0159 -7.5735 4.5452  0.07
H 1.4032 -7.8245 6.0783  0.12
H 0.9464 -9.5132 5.9770  0.11
H 3.7810 -8.7455 6.6109  0.08
H 2.5222 -9.4228 7.7512  0.10
H 2.6059 -11.4413 6.5050  0.10
H 4.2767 -11.1657 6.8536  0.11
H 5.4622 -9.6174 3.6886  0.07
H 5.9439 -10.8005 4.8804  0.07
H 5.3406 -9.1473 5.3059  0.06
H 2.9602 -12.7449 4.5899  0.08
H 4.7630 -12.7496 4.8811  0.07
H 4.0616 -12.5173 3.2500  0.07
H 3.5936 -9.6163 2.2144  0.08
C 2.4906 11.6920 -2.9591  -0.04
C 1.3556 12.1734 -3.8881  -0.49
C 0.2521 12.6131 -2.9318  -0.05
C 1.8671 13.4014 -4.6497  -0.17
C 0.9978 13.8754 -5.7864  -0.17
C 0.8051 12.6223 -6.7177  -0.12
C 0.1816 11.3419 -6.0352  -0.45
C -1.3355 11.5892 -5.6664  -0.02
C 0.3877 10.1873 -7.0731  -0.02
N 0.9932 11.0648 -4.8253  -0.12
O 0.5845 9.9626 -4.0991  -0.01
H 1.9931 11.4976 -2.0090  0.07
H 3.0548 12.5046 -2.5014  0.08
H 3.0736 10.8450 -3.3209  0.09
H -0.6739 12.9679 -3.3843  0.07
H 0.5086 13.4076 -2.2310  0.09
H -0.0860 11.7755 -2.3217  0.08
H 2.1705 14.1571 -3.9252  0.12
H 2.7648 13.0247 -5.1400  0.12
H 1.5546 14.7003 -6.2309  0.11
H 0.0533 14.2922 -5.4366  0.10
H 1.7635 12.4314 -7.2005  0.11
H 0.2409 13.0044 -7.5684  0.11
H -1.6092 10.9152 -4.8547  0.07
H -1.5105 12.6195 -5.3563  0.06
H -1.9945 11.2668 -6.4725  0.07
H 0.2674 9.2682 -6.4996  0.07
H -0.2952 10.2492 -7.9204  0.08
H 1.4065 10.2226 -7.4588  0.08
H 0.8325 9.2356 -4.6749  0.09
C -0.5069 3.0925 -0.9178  -0.10
O 0.5159 2.4748 -0.1177  -0.17
C 0.6378 1.1592 -0.4331  -0.25
C 1.7247 0.4196 0.4212  -0.42
C 2.5608 -0.6868 -0.2683  -0.05
N 1.2138 -0.0697 1.6638  0.01
H -1.5009 2.6459 -0.8950  0.09
H -0.2704 3.2238 -1.9737  0.08
H -0.6095 4.1498 -0.6737  0.08
H -0.3533 0.7614 -0.2151  0.12
H 0.8224 1.0637 -1.5032  0.12
H 2.3925 1.2024 0.7810  0.13
H 3.0434 -1.2303 0.5440  0.07
H 3.3258 -0.2661 -0.9209  0.07
H 1.9614 -1.4194 -0.8086  0.07
H 0.6151 0.6375 2.0657  0.07
H 0.5047 -0.7837 1.5771  0.07
C -0.4797 -6.6996 -4.9261  -0.12
O -1.4862 -7.2085 -5.7511  -0.18
C -1.1983 -8.3962 -6.3998  -0.18
C -0.2071 -8.0781 -7.6672  -0.35
C -0.2942 -9.0609 -8.8421  -0.10
N 1.2772 -8.1222 -7.3098  0.01
H -0.7091 -5.9955 -4.1263  0.08
H 0.3033 -6.2225 -5.5155  0.08
H -0.0921 -7.5153 -4.3157  0.09
H -0.8037 -9.2129 -5.7953  0.12
H -2.1034 -8.7950 -6.8580  0.12
H -0.4381 -7.0624 -7.9885  0.12
H -1.2352 -8.7845 -9.3176  0.07
H -0.0677 -10.0969 -8.5901  0.08
H 0.2511 -8.8152 -9.7534  0.07
H 1.8173 -8.5326 -8.0580  0.05
H 1.2626 -8.9243 -6.6962  0.05
C -4.4800 -1.2212 9.2485  -0.15
O -4.7241 0.1150 9.0233  -0.17
C -4.5973 0.4140 7.6310  -0.19
C -3.1222 0.4602 7.0407  -0.39
C -2.3167 1.2232 8.1226  -0.07
N -3.0392 0.9967 5.6526  0.03
H -3.4869 -1.5301 8.9224  0.08
H -5.0603 -1.8480 8.5714  0.08
H -4.6940 -1.5909 10.2513  0.09
H -5.3412 -0.1687 7.0876  0.12
H -5.0916 1.3545 7.3876  0.12
H -2.6275 -0.5079 6.9624  0.11
H -2.8508 2.0831 8.5268  0.08
H -1.3775 1.5208 7.6563  0.07
H -1.9781 0.5636 8.9216  0.07
H -3.8969 1.4904 5.4509  0.05
H -2.2994 1.6771 5.5538  0.06
C 0.9041 6.5884 3.6562  -0.20
O 0.5145 5.2593 3.5195  -0.09
H 1.8343 6.8775 4.1453  0.07
H 1.0540 7.0411 2.6761  0.07
H 0.1854 7.2665 4.1164  0.08
H 0.7626 4.9126 2.6594  0.08
C -7.6970 2.0183 0.7169  -0.17
O -7.1161 1.4694 1.9012  -0.11
H -8.2136 1.3064 0.0732  0.07
H -8.3416 2.8675 0.9441  0.08
H -6.9734 2.4783 0.0440  0.07
H -6.3512 0.9796 1.5904  0.07
C -4.0220 -0.0351 -5.2221  -0.15
O -5.0165 0.3063 -4.2271  -0.12
H -3.5867 -1.0144 -5.0230  0.07
H -4.3486 -0.0401 -6.2620  0.07
H -3.1299 0.5840 -5.1277  0.07
H -5.5877 -0.4547 -4.0998  0.07

Record 2
Entry from the Open Molecules 2025 dataset: a molecular structure, C8H6MgN2O5S at a distorted geometry (the ωB97M-V functional and the def2-TZVPD basis).

Output
Net charge   +2
Energy relative to the best compared isomer or geometry (same formula, charge and spin)   21.02 kcal/mol

Last column: natural (NBO) charge in e.
Positions of all 23 atoms, in Å:
O 4.3455 -1.0629 -2.9042  -0.33
C 3.2917 -0.8325 -2.4832  0.40
Mg 1.1466 -0.3610 -1.6008  1.44
O 0.0822 -2.5273 -3.8321  -0.32
C 0.5395 -1.7824 -3.0904  0.38
C 2.1983 0.9568 -0.3703  0.39
O 2.6646 1.6982 0.3645  -0.31
C 1.1508 1.1248 -3.1447  0.38
O 1.0300 1.9626 -3.9173  -0.32
C 1.5833 -1.9497 -0.3133  0.39
O 1.7180 -2.7904 0.4489  -0.32
S -1.0834 0.0748 -1.2438  -0.39
C -1.1567 0.2589 0.4931  0.34
N -1.5264 -0.6692 1.4131  -0.54
C -2.0149 -0.1414 2.6552  -0.24
C -1.7939 1.3211 2.5036  -0.24
N -1.2034 1.4205 1.1989  -0.54
H -1.6331 -1.6166 1.1159  0.43
H -1.4369 -0.5843 3.4486  0.23
H -3.0593 -0.3939 2.7870  0.24
H -1.0922 1.7267 3.2132  0.23
H -2.7149 1.8894 2.5435  0.24
H -1.0353 2.2779 0.7145  0.43

Record 3
Entry from the Open Molecules 2025 dataset: 2 unconnected molecules or ions with the total composition C6H11O at a distorted geometry (the ωB97M-V functional and the def2-TZVPD basis).

Output
Net charge   +1
Energy relative to the best compared isomer or geometry (same formula, charge and spin)   91.45 kcal/mol

Last column: natural (NBO) charge in e.
Positions of all 18 atoms, in Å:
C 3.5519 -0.1441 -0.6907  -0.52
C 2.8111 0.4899 0.0992  0.46
C -1.9648 0.4840 -0.5469  -0.43
C -2.0039 -0.8392 0.2704  -0.44
C -0.9561 1.1916 0.2116  -0.07
C -0.5320 -1.0695 0.5760  -0.08
O 0.1043 0.2429 0.5519  -0.57
H 4.5162 -0.3504 -0.3300  0.36
H 3.5154 -0.4005 -1.7178  0.35
H 2.2541 0.8905 0.8639  0.28
H -1.4473 0.4334 -1.5684  0.20
H -2.9254 0.9699 -0.6950  0.25
H -2.5119 -0.5048 1.2091  0.22
H -2.4325 -1.6932 -0.2994  0.25
H -0.4634 1.9510 -0.2460  0.19
H -1.3738 1.5833 1.1211  0.18
H -0.1644 -1.6705 1.4626  0.21
H 0.0224 -1.5644 -0.2719  0.17

Record 4
Entry from the Open Molecules 2025 dataset: a molecular structure, H20HeO10 at a distorted geometry (the ωB97M-V functional and the def2-TZVPD basis).

Output
Energy relative to the best compared isomer or geometry (same formula, charge and spin)   0.00 kcal/mol

Last column: natural (NBO) charge in e.
Positions of all 31 atoms, in Å:
He -12.6157 -3.0690 -17.6050  0.00
O -13.2473 -2.1260 -21.3155  -0.95
H -13.6359 -2.9687 -21.5504  0.48
H -12.4296 -2.3538 -20.8731  0.49
O -15.3161 -1.8376 -19.3931  -0.98
H -15.3664 -0.8860 -19.3020  0.47
H -14.7787 -1.9759 -20.1730  0.50
O -10.7805 -3.6397 -15.7984  -0.97
H -10.0168 -3.2577 -15.3659  0.48
H -10.9877 -4.4159 -15.2782  0.51
O -12.6733 -5.3346 -19.2911  -0.99
H -12.9770 -5.7661 -18.4925  0.49
H -12.0180 -4.7054 -18.9896  0.47
O -11.1889 -6.3599 -15.0816  -0.98
H -11.4252 -6.7411 -14.2360  0.47
H -11.9707 -6.4723 -15.6224  0.50
O -15.5970 -3.3300 -16.7112  -0.99
H -14.9164 -2.9287 -16.1710  0.50
H -15.4951 -2.9194 -17.5699  0.51
O -15.8624 -5.9892 -16.5133  -1.00
H -15.6315 -5.0637 -16.5931  0.51
H -16.7307 -5.9860 -16.1106  0.49
O -13.3570 -2.3632 -15.2806  -0.97
H -13.3512 -1.4371 -15.5226  0.47
H -12.4358 -2.6223 -15.3007  0.50
O -13.3376 -6.5694 -16.9410  -0.99
H -14.2569 -6.3917 -16.7424  0.51
H -13.2838 -7.5236 -16.9949  0.48
O -10.0572 -4.1888 -18.3163  -0.97
H -10.3691 -3.9725 -17.4376  0.49
H -10.2032 -5.1313 -18.3976  0.47

Record 5
Entry from the Open Molecules 2025 dataset: a molecular structure, FH8HfO4 at a distorted geometry (the ωB97M-V functional and the def2-TZVPD basis).

Output
Net charge   +3
Energy relative to the best compared isomer or geometry (same formula, charge and spin)   0.00 kcal/mol

Last column: Löwdin charge in e.
Positions of all 14 atoms, in Å:
Hf 0.9590 0.3392 -2.2151  2.49
F 0.3198 0.5114 -0.1305  -0.38
O 0.3879 2.6767 -1.8547  -0.06
H 0.8819 3.5096 -1.9971  0.15
H -0.4698 2.9511 -1.4744  0.14
O 0.9140 -0.6750 2.5356  0.09
H 0.6517 -0.0974 1.8086  0.01
H 1.8002 -0.9907 2.3018  0.10
O -0.1977 -1.6901 -1.5196  -0.07
H -0.9393 -2.2047 -1.8983  0.15
H 0.1345 -2.2318 -0.7787  0.13
O -1.8694 -0.7300 1.6939  0.15
H -1.3226 -1.1207 2.4017  0.09
H -1.2502 -0.2477 1.1268  0.02

What are the orbital gap values for these records? In order: 8.486, 7.718, 5.957, 10.873, 2.887 eV.
What are the LUMO values for these records? In order: 0.4, -8.7, -7.4, 0.3, -18.7 eV.